No. 1
Below is 13 unconnected molecules or ions with the total composition C30H61N5O8S2 in a non-equilibrium geometry, with properties calculated with ωB97M-V/def2-TZVPD.

```
106
Properties=species:S:1:pos:R:3:forces:R:3
C -6.185722 -2.062857 3.877651 0.6 -0.2 -0.2
O -6.445922 -3.364177 4.308541 -0.9 -1.4 0.3
H -5.426702 -1.714867 4.578281 0.0 0.9 -0.4
H -5.819592 -2.109567 2.852051 0.2 0.5 0.0
H -7.098282 -1.466957 3.892871 0.1 0.0 0.2
H -5.961282 -3.996997 3.773501 0.0 0.1 0.0
C -4.483942 0.126843 -7.008789 -1.5 2.2 -1.2
O -3.819742 -0.985657 -6.652019 1.5 -2.7 0.5
H -5.514862 0.123563 -6.654809 -0.1 0.2 0.3
H -3.960452 1.024043 -6.678519 -0.1 0.2 0.1
H -4.563682 0.149343 -8.095639 -0.1 0.5 -0.2
H -3.686032 -1.470267 -7.469869 0.3 -0.4 0.4
C -5.141142 -8.039227 2.252471 -0.1 0.2 -0.2
O -4.777032 -6.716507 1.801691 -0.2 -0.9 0.6
H -5.625582 -8.045527 3.228881 0.0 0.6 -0.1
H -5.843552 -8.468247 1.537871 0.0 -0.2 0.0
H -4.275662 -8.691067 2.371411 0.2 0.0 -0.2
H -4.276492 -6.890067 1.001101 0.1 0.3 -0.1
C -0.262322 -2.748797 5.979961 -1.1 -0.7 0.4
O 0.462958 -1.718727 5.409521 0.4 1.1 -0.6
H 0.010498 -2.840207 7.031301 0.1 -0.4 -0.1
H -1.332002 -2.542797 5.941761 -0.2 0.1 0.2
H -0.159602 -3.670977 5.408011 0.4 -0.3 0.3
H -0.180972 -1.174847 4.950001 0.4 0.2 -0.2
C 0.910748 6.983273 1.383261 -0.8 -1.0 1.0
O 2.098328 6.209913 1.261591 0.0 0.4 0.4
H 0.344248 6.620333 2.240851 0.1 -1.0 0.0
H 0.964398 7.991303 1.794451 0.8 0.6 -1.2
H 0.265878 6.777603 0.528891 0.0 0.8 -0.2
H 2.635638 6.543573 0.539401 -0.1 0.1 0.0
C 6.352698 2.730853 4.119681 -1.0 -0.9 0.9
O 5.945328 3.059963 5.451331 0.1 1.6 0.2
H 6.904088 3.511343 3.595371 0.4 0.1 0.8
H 6.898038 1.806793 4.311521 0.4 -0.1 -1.3
H 5.460408 2.616703 3.504141 0.0 -0.6 -0.2
H 5.497008 2.335523 5.893821 0.1 -0.2 -0.5
N 3.174768 -1.892967 -9.636369 -1.9 -0.1 -3.2
C 4.077508 -2.230927 -8.745279 1.5 -0.8 1.1
C 3.551848 -1.980237 -7.538719 -0.8 0.8 2.1
C 2.247748 -1.409107 -7.692779 0.2 -0.8 -1.8
C 1.972058 -1.453047 -9.098819 1.6 -0.3 2.6
H 3.314928 -2.134547 -10.606989 -0.3 0.2 0.1
H 5.011448 -2.737447 -8.939199 -0.1 0.3 -0.5
H 4.026438 -2.237777 -6.603389 0.0 0.3 0.0
H 1.656188 -1.088607 -6.847949 -0.4 -0.1 -0.4
H 1.051598 -1.489267 -9.662599 0.2 0.6 0.0
N 0.178148 7.685603 -4.733149 -0.3 2.1 -0.6
C -1.091452 7.742903 -4.246419 -0.5 -0.1 0.5
C -1.462542 6.451813 -3.923819 -0.4 0.7 -0.4
C -0.405292 5.616093 -4.355899 -0.6 -1.0 0.7
C 0.558798 6.423573 -4.838319 2.1 -1.4 -0.3
H 0.704568 8.463163 -5.105119 -0.3 -0.1 0.2
H -1.633042 8.676883 -4.218449 0.1 -0.1 0.2
H -2.399282 6.181483 -3.459229 0.1 -0.1 -0.1
H -0.321172 4.543453 -4.262249 -0.1 0.1 0.0
H 1.567278 6.179563 -5.138009 -0.1 0.0 -0.2
N -5.200242 4.510343 2.195981 -2.5 1.2 -0.7
C -6.196242 4.447393 1.182551 2.3 -1.5 0.3
C -7.150992 5.369213 1.436961 -0.6 -1.0 -1.7
C -6.865162 5.920833 2.650351 0.4 2.6 2.2
C -5.643502 5.494853 3.090271 1.1 -2.0 -0.3
H -4.426642 3.885823 2.373771 -0.3 0.1 -0.3
H -6.130872 3.657723 0.448691 0.1 0.3 -0.2
H -7.948292 5.656703 0.767581 -0.1 -0.3 0.2
H -7.479532 6.695533 3.084851 0.2 0.0 0.3
H -4.979232 5.593713 3.936061 -0.6 0.7 0.3
N 9.979838 -3.199447 -1.178869 1.7 -0.2 0.4
C 9.369898 -2.470917 -2.142839 -0.8 0.3 0.4
C 8.241468 -1.992807 -1.563819 -1.1 0.9 0.1
C 8.189388 -2.344107 -0.191839 1.3 -0.7 -0.1
C 9.362848 -3.094457 0.073991 -1.4 0.6 -2.0
H 10.886038 -3.593417 -1.387869 -0.1 -0.1 0.6
H 9.748648 -2.176967 -3.110589 0.3 -0.7 0.1
H 7.508638 -1.374217 -2.060529 0.0 0.0 0.0
H 7.357138 -2.021147 0.416001 0.4 -0.3 0.4
H 9.776708 -3.626627 0.917751 -0.2 0.2 0.0
N -0.501292 3.619103 6.831331 0.1 2.5 1.3
C -0.192492 4.793943 7.535511 -1.0 -1.4 0.6
C -1.235882 5.036853 8.449271 2.5 0.4 -1.8
C -2.231182 4.062573 8.244661 0.8 -0.2 -0.7
C -1.751012 3.217983 7.225251 -0.3 -0.2 0.2
H 0.142198 3.303273 6.119801 -0.7 -0.5 0.0
H 0.777038 5.252973 7.410221 -0.2 0.1 0.0
H -1.105302 5.923263 9.052281 -0.8 -0.2 0.4
H -3.138202 4.084073 8.830541 -0.1 -0.6 -0.4
H -2.160342 2.365433 6.703711 -0.3 0.0 0.4
C -0.934812 -1.613417 -1.046619 -1.5 0.8 1.1
S -0.742742 0.118413 -0.305249 0.7 -1.9 1.3
O -1.170452 0.044803 1.178031 1.0 0.0 -2.6
C 1.143438 0.058583 -0.391859 -0.5 0.1 0.7
H -1.926982 -1.904177 -0.701439 -0.3 0.3 0.0
H -0.344432 -2.402197 -0.580389 0.8 0.4 -0.4
H -1.036442 -1.558407 -2.130469 0.7 -0.1 0.1
H 1.455538 1.004953 0.049831 0.2 0.0 -0.2
H 1.587508 -0.105187 -1.373739 -0.6 0.4 -0.3
H 1.547118 -0.758667 0.205831 -0.5 0.0 0.4
C 0.204348 -10.314827 -1.466949 0.5 1.3 0.8
S 0.156168 -8.562147 -2.176839 -1.5 1.0 0.9
O -1.007652 -7.871347 -1.448699 1.5 -1.2 -0.9
C 1.671478 -7.745527 -1.563509 0.8 -0.8 0.2
H -0.854462 -10.555137 -1.370589 0.1 0.0 -0.2
H 0.630798 -10.195627 -0.470939 -0.2 -0.1 0.2
H 0.786598 -11.083347 -1.975339 -0.1 0.4 -0.5
H 1.860208 -7.695797 -0.491129 -0.7 -0.4 0.2
H 1.801658 -6.718407 -1.904359 -0.6 -0.2 -0.5
H 2.479488 -8.343237 -1.985379 0.2 0.0 -0.1
```
Forces are in eV/Å.

Output
Spin multiplicity: 1

Mulliken atomic charge list, values in e, 5 entries: -0.431, -0.510, 0.187, 0.231, 0.203

No. 2
Below is 6 unconnected molecules or ions with the total composition C30H62BBrF3N9O11 in a non-equilibrium geometry, with properties calculated with ωB97M-V/def2-TZVPD.

```
117
Properties=species:S:1:pos:R:3:forces:R:3
C 2.038362 0.603952 4.711511 0.1 -0.1 -0.3
C 1.127328 -0.610190 4.530194 -0.4 0.4 0.5
C -0.281771 -0.225485 4.034945 0.8 0.1 0.0
C -0.848037 -1.072787 2.909267 -0.4 0.9 0.4
O -1.270578 -2.369649 3.375223 0.3 -0.2 -0.4
N -0.944892 -2.650032 4.714115 0.0 0.3 0.4
O -1.427032 -3.649559 5.048558 -0.2 -0.2 0.0
C -2.210482 -0.490369 2.392657 -1.1 -0.7 0.6
C -2.309260 1.028536 2.211656 0.0 -0.1 -0.4
C -3.616530 1.584415 1.632224 0.3 0.1 -0.2
C -4.104954 0.997915 0.327933 -0.3 0.0 -0.7
F -4.848234 -0.126806 0.481122 0.7 0.8 -0.3
F -4.917938 1.921778 -0.297916 0.6 -0.8 0.4
F -3.072081 0.740654 -0.539404 -1.1 0.2 0.7
B -3.484397 -0.944322 3.312131 0.2 -0.2 0.0
O -4.214052 -2.016403 2.950669 0.3 -0.2 -0.1
O -3.866067 -0.210244 4.417576 0.3 -0.4 0.1
O -2.384413 -1.249794 1.169879 0.4 0.9 -0.5
C -1.191761 -1.320652 0.563623 0.0 -0.5 -0.2
O -1.070837 -1.491636 -0.625359 0.0 0.0 0.6
C -0.016250 -1.178604 1.590871 -1.5 -0.2 -1.3
C 0.876414 -2.383989 1.237782 0.7 0.1 0.9
C 0.570550 -3.828953 1.595422 -0.2 -0.2 -0.4
C -0.801925 -4.395107 1.278893 0.1 -0.5 0.3
Br 1.182135 -4.314756 3.396808 0.3 -0.2 -0.1
C 0.603638 0.193016 1.137817 0.6 -0.4 0.6
C 2.076203 0.315228 0.705993 0.4 1.2 -0.8
N 2.292816 1.769448 0.438011 0.0 -0.6 0.0
N 3.028095 -0.033370 1.722843 -0.1 0.0 0.1
N 2.366727 -0.364690 -0.576752 -0.2 -0.2 0.6
H 1.879186 1.075976 5.673763 0.0 0.1 0.2
H 1.882520 1.350951 3.938629 -0.1 0.1 -0.2
H 3.080728 0.317517 4.625289 0.2 0.0 0.2
H 1.567472 -1.378205 3.903485 0.1 -0.1 -0.2
H 1.007377 -1.063566 5.508027 0.1 -0.4 0.1
H -0.222821 0.805892 3.711202 -0.1 0.2 -0.2
H -0.975133 -0.215896 4.870830 -0.2 -0.1 0.2
H -1.499122 1.476815 1.648989 0.2 -0.2 -0.2
H -2.218112 1.445711 3.208121 0.0 0.2 0.2
H -3.428118 2.624921 1.387201 0.1 0.2 0.0
H -4.424191 1.609320 2.353354 -0.3 -0.4 0.1
H -4.566134 -2.472130 3.730464 -0.4 0.0 0.2
H -3.104614 0.188191 4.840349 0.0 0.4 0.2
H 0.966665 -2.376151 0.158389 -0.2 0.0 -0.2
H 1.885791 -2.204236 1.593765 0.1 0.0 0.1
H 1.272294 -4.394581 0.997202 0.2 0.0 -0.1
H -1.483384 -4.367913 2.117004 -0.2 0.3 0.1
H -1.242554 -3.911632 0.414764 -0.1 0.2 -0.1
H -0.688009 -5.442575 1.016760 0.0 -0.2 0.0
H 0.049659 0.571277 0.286722 -0.2 0.0 -0.2
H 0.468131 0.932046 1.914106 0.1 0.1 0.2
H 2.647110 2.190168 1.282606 -0.1 0.2 0.2
H 1.430399 2.218144 0.158429 0.1 0.3 -0.1
H 3.880067 -0.417760 1.343431 0.3 0.0 0.1
H 2.657125 -0.626878 2.443381 0.1 -0.1 0.0
H 2.818178 -1.243728 -0.363293 0.0 -0.1 -0.2
H 1.492697 -0.595310 -1.032977 0.0 0.0 -0.3
C -6.106679 -3.046698 6.314909 -0.1 0.0 0.1
O -5.054235 -3.109944 5.701210 0.1 0.0 -0.1
N -7.268365 -2.666124 5.762438 -0.1 0.0 0.1
C -8.512701 -2.586936 6.498546 0.1 0.0 -0.2
C -7.218603 -2.325729 4.355025 0.1 0.1 -0.1
H -6.184691 -3.297590 7.384784 0.0 0.0 0.0
H -9.255895 -3.254807 6.059200 0.0 0.0 0.0
H -8.900073 -1.566636 6.478277 0.0 0.0 0.0
H -8.348632 -2.878558 7.533502 0.0 0.0 0.0
H -6.865342 -3.188193 3.788262 0.0 0.1 -0.1
H -6.507599 -1.511286 4.214111 -0.1 0.0 -0.2
H -8.194884 -2.025959 3.985073 -0.1 0.0 0.1
C -0.592137 -3.833088 -3.169121 0.1 0.0 0.2
O -0.108810 -4.950411 -3.188587 0.0 -0.1 -0.1
N -1.205934 -3.251689 -4.215568 -0.1 0.1 -0.1
C -1.765695 -1.914568 -4.141605 0.1 -0.2 -0.1
C -1.306853 -3.996423 -5.458378 0.1 0.0 0.1
H -0.565541 -3.194204 -2.273531 0.0 0.1 0.0
H -2.837929 -1.948612 -4.345177 0.0 0.1 0.0
H -1.283110 -1.269760 -4.880028 -0.1 0.1 0.0
H -1.609263 -1.498337 -3.148456 0.0 -0.1 0.0
H -1.854622 -4.925641 -5.298348 0.0 0.0 0.0
H -0.312974 -4.250931 -5.827858 0.0 0.0 0.0
H -1.825168 -3.393204 -6.199145 0.0 0.0 0.0
C 0.277392 4.363958 -2.538119 -0.1 0.0 0.1
O 0.871549 4.716752 -1.534690 0.0 0.0 0.1
N 0.725780 3.457721 -3.418679 0.0 -0.1 -0.1
C -0.039922 3.068030 -4.590491 0.1 0.1 0.2
C 2.023343 2.836618 -3.190682 0.0 0.0 0.2
H -0.714322 4.769010 -2.806267 0.0 0.0 0.0
H -0.253343 1.997891 -4.555634 0.0 0.0 -0.1
H 0.534487 3.279821 -5.489141 -0.1 -0.2 -0.1
H -0.980972 3.615403 -4.618893 0.0 0.0 0.1
H 2.039893 2.319818 -2.230630 0.1 0.0 0.0
H 2.806825 3.595363 -3.170969 0.0 0.0 0.0
H 2.228944 2.124884 -3.985715 -0.1 0.0 -0.1
C 2.276847 3.908517 -7.250436 0.0 0.0 0.1
O 1.983733 2.740431 -7.073016 0.1 0.0 -0.1
N 2.840561 4.390722 -8.368195 0.1 0.2 -0.1
C 3.168900 5.794068 -8.524277 0.0 -0.2 -0.1
C 3.128693 3.466588 -9.453528 -0.1 0.0 0.1
H 2.098975 4.685527 -6.485394 0.0 0.0 0.0
H 2.630008 6.216719 -9.374182 0.0 0.1 0.0
H 4.240687 5.915814 -8.690829 0.0 0.1 0.0
H 2.890387 6.341061 -7.626513 0.0 0.0 0.0
H 2.210597 2.986715 -9.792270 0.0 0.0 0.0
H 3.811361 2.688155 -9.113214 0.0 0.0 0.0
H 3.580172 4.009595 -10.279147 0.0 0.0 0.0
C 6.473013 0.804749 1.806927 -0.1 0.1 0.1
O 6.173306 -0.365186 1.956215 0.0 -0.2 0.0
N 7.017546 1.313650 0.691080 0.1 0.1 -0.1
C 7.346428 2.718883 0.564711 0.0 -0.2 -0.1
C 7.273206 0.420161 -0.426561 -0.1 -0.1 0.1
H 6.305704 1.560659 2.592014 0.0 0.0 0.0
H 6.787882 3.164643 -0.260255 0.0 0.1 0.0
H 8.414938 2.842626 0.376688 0.0 0.1 0.0
H 7.089474 3.242176 1.482715 0.0 0.0 0.0
H 6.342971 -0.041521 -0.758452 0.0 0.0 0.0
H 7.958020 -0.372809 -0.125302 0.0 0.0 0.0
H 7.708686 0.984200 -1.246692 0.0 0.0 0.0
```
Forces are in eV/Å.

Output
SMILES: CCC[C@]1(ON=O)[C@](C[C@H](C)Br)(CC(N)(N)N)C(=O)O[C@@]1(CCC(F)(F)F)B(O)O.CN(C)C=O.CN(C)C=O.CN(C)C=O.CN(C)C=O.CN(C)C=O
Spin multiplicity: 1

Mulliken atomic charge list, values in e, 5 entries: -1.600, -0.944, -0.906, 0.087, 0.163

Calculated total energy in eV, matching the order above: -77589.9275; -146921.5352